Record 1
{"formula": "C19H21N3O4", "method": "the ωB97M-V functional and the def2-TZVPD basis", "species": ["C", "H", "H", "H", "O", "C", "C", "C", "C", "C", "C", "O", "C", "H", "H", "H", "H", "C", "C", "O", "N", "N", "C", "C", "H", "H", "H", "C", "H", "H", "C", "O", "H", "C", "C", "N", "C", "C", "C", "H", "H", "H", "H", "H", "H", "H", "H"], "positions_angstrom": [[4.179, 0.262, 2.746], [4.039, 1.149, 3.367], [5.125, -0.216, 3.003], [4.194, 0.556, 1.695], [3.196, -0.717, 2.999], [1.890, -0.513, 2.658], [1.100, -1.656, 2.735], [-0.248, -1.635, 2.436], [-0.845, -0.449, 2.047], [-0.068, 0.700, 1.964], [1.288, 0.699, 2.269], [2.062, 1.828, 2.226], [1.527, 2.993, 1.643], [0.692, 3.392, 2.228], [1.211, 2.810, 0.612], [2.343, 3.716, 1.649], [-0.545, 1.616, 1.653], [-2.306, -0.384, 1.681], [-2.422, 0.043, 0.238], [-2.886, 1.103, -0.147], [-1.921, -0.841, -0.658], [-1.473, -2.089, -0.370], [-1.068, -2.658, -1.433], [-0.520, -4.032, -1.459], [-0.505, -4.440, -0.453], [-1.130, -4.667, -2.101], [0.492, -4.023, -1.861], [-1.207, -1.800, -2.670], [-0.247, -1.632, -3.158], [-1.899, -2.242, -3.388], [-1.813, -0.505, -2.100], [-3.078, -0.283, -2.637], [-3.473, 0.450, -2.139], [-0.897, 0.693, -2.248], [0.255, 0.809, -1.476], [1.071, 1.844, -1.545], [0.787, 2.814, -2.400], [-0.320, 2.791, -3.232], [-1.182, 1.710, -3.149], [-2.064, 1.649, -3.769], [-0.511, 3.600, -3.919], [1.484, 3.641, -2.411], [0.530, 0.043, -0.760], [-2.761, -1.366, 1.804], [-2.832, 0.350, 2.293], [-0.828, -2.542, 2.498], [1.585, -2.570, 3.039]], "forces_ev_per_angstrom": [[0.43, 0.25, -0.03], [0.05, -0.09, -0.08], [-0.04, 0.05, -0.04], [0.01, -0.01, 0.06], [-0.39, -0.08, 0.09], [-0.04, -0.11, -0.04], [0.12, 0.21, -0.01], [0.02, 0.17, 0.08], [0.09, -0.07, 0.20], [0.01, 0.00, 0.04], [0.18, 0.07, 0.00], [0.01, -0.52, 0.20], [-0.16, 0.24, -0.15], [0.03, -0.01, 0.00], [0.03, 0.02, 0.13], [-0.08, 0.01, -0.02], [-0.01, 0.17, -0.04], [0.01, 0.16, 0.02], [-0.07, -0.44, 0.40], [-0.13, 0.25, -0.06], [0.00, 0.49, -1.16], [0.10, -0.90, 0.54], [-0.07, 0.36, -0.30], [-0.02, -0.01, 0.15], [0.03, -0.08, 0.05], [-0.01, -0.08, -0.05], [0.08, -0.05, -0.04], [-0.21, 0.09, 0.28], [-0.03, -0.01, -0.01], [0.02, -0.01, -0.04], [0.18, 0.12, 0.42], [-0.24, -0.06, -0.34], [0.10, -0.03, 0.07], [-0.02, 0.28, -0.20], [-0.32, -0.25, -0.16], [0.46, 0.03, 0.19], [-0.08, 0.21, -0.21], [0.02, -0.05, 0.05], [0.13, -0.15, 0.10], [-0.05, 0.01, -0.02], [0.01, 0.09, -0.05], [0.00, 0.12, -0.08], [-0.07, -0.12, 0.08], [-0.03, 0.03, 0.05], [-0.05, -0.06, -0.11], [-0.08, -0.11, -0.03], [0.08, -0.10, 0.04]], "smiles": "COc1ccc(CC(=O)N2N=C(C)C[C@]2(O)c2cccnc2)cc1OC", "relative_energy_kcal_mol": 75.54, "total_charge": 0, "max_force_ev_per_a": 1.3, "homo_energy_ha": -0.287}

***

Record 2
{"formula": "C9H8N2S2", "method": "the ωB97M-V functional and the def2-TZVPD basis", "species": ["C", "C", "C", "C", "C", "C", "C", "C", "C", "N", "N", "S", "S", "H", "H", "H", "H", "H", "H", "H", "H"], "positions_angstrom": [[-1.729, 2.460, -1.583], [0.804, -2.789, 1.608], [-1.092, 1.214, -1.075], [1.442, -1.562, 1.223], [-0.988, 3.564, -1.201], [-0.516, -2.698, 1.555], [0.007, 1.543, -0.215], [0.537, -0.618, 0.830], [0.929, 0.665, 0.289], [1.031, 0.036, -2.290], [1.807, -0.180, -1.368], [0.370, 3.187, -0.177], [-1.128, -1.234, 0.908], [-2.663, 2.409, -2.249], [1.096, -3.550, 2.291], [-1.370, 0.173, -1.275], [2.525, -1.474, 1.186], [-1.166, 4.619, -1.278], [-1.164, -3.432, 1.728], [1.927, 0.990, 0.835], [1.204, -0.440, -3.172]], "forces_ev_per_angstrom": [[0.53, -1.38, -0.09], [0.49, 1.05, 1.09], [0.77, 2.13, 0.87], [-0.16, -0.95, 0.17], [-0.19, -0.69, 0.51], [0.04, 2.52, -1.71], [-2.51, 0.23, -2.15], [-0.33, -0.67, -0.09], [4.13, -2.27, 0.86], [1.25, 0.02, 2.78], [-2.42, 1.10, -1.59], [-1.06, 0.89, -0.80], [1.44, 0.35, 0.15], [1.66, 0.44, 1.19], [1.37, -0.81, -0.24], [-0.12, 0.83, 0.03], [-0.28, 0.40, 0.06], [-0.40, 0.16, -0.50], [-2.57, -2.83, 1.09], [-2.28, -0.09, -1.39], [0.65, -0.42, -0.26]], "relative_energy_kcal_mol": 62.56, "total_charge": 0, "max_force_ev_per_a": 4.8, "homo_energy_ha": [-0.276, -0.275]}

***

Record 3
{"formula": "C28H49MnN2OP3S", "method": "the ωB97M-V functional and the def2-TZVPD basis", "species": ["Mn", "P", "P", "P", "H", "C", "C", "H", "C", "C", "C", "C", "C", "C", "C", "C", "C", "H", "H", "H", "H", "H", "H", "H", "H", "H", "H", "H", "H", "H", "H", "H", "H", "H", "H", "H", "H", "H", "H", "H", "H", "H", "H", "H", "H", "H", "C", "C", "C", "C", "C", "C", "S", "H", "H", "H", "H", "H", "H", "C", "N", "N", "C", "O", "C", "C", "C", "C", "C", "C", "C", "C", "C", "H", "H", "H", "H", "H", "H", "H", "H", "H", "H", "H", "H"], "positions_angstrom": [[-2.968, -0.016, -0.114], [-1.877, 1.878, -0.018], [-1.663, -1.717, 0.352], [-4.149, 0.191, 1.738], [2.184, 0.092, -1.869], [1.389, -0.239, -2.559], [1.202, 0.643, -3.721], [1.086, 1.711, -3.554], [-0.623, 2.169, -1.307], [-0.945, 2.175, 1.533], [-2.928, 3.368, -0.202], [-1.022, -2.628, -1.095], [-0.181, -1.320, 1.359], [-2.447, -3.076, 1.304], [-5.303, 1.614, 1.615], [-3.359, 0.381, 3.374], [-5.321, -1.194, 1.980], [1.557, -1.290, -2.851], [1.280, 0.226, -4.720], [-0.845, 1.595, -2.214], [0.367, 1.883, -0.922], [-0.617, 3.234, -1.575], [-0.798, 1.251, 2.103], [-1.487, 2.893, 2.161], [0.047, 2.572, 1.283], [-3.680, 3.212, -0.987], [-2.284, 4.210, -0.492], [-3.441, 3.606, 0.738], [-0.824, -3.671, -0.812], [-0.097, -2.171, -1.468], [-1.762, -2.612, -1.907], [0.395, -2.235, 1.556], [-0.478, -0.884, 2.322], [0.478, -0.599, 0.852], [-1.766, -3.938, 1.315], [-3.387, -3.374, 0.821], [-2.656, -2.767, 2.336], [-6.321, 1.244, 1.797], [-5.286, 2.092, 0.627], [-5.048, 2.362, 2.378], [-4.050, 0.005, 4.142], [-3.142, 1.441, 3.563], [-2.421, -0.188, 3.431], [-6.176, -1.068, 1.303], [-5.673, -1.177, 3.020], [-4.857, -2.166, 1.776], [-3.665, -0.306, -2.901], [-3.498, -1.578, -3.481], [-2.686, -1.721, -4.605], [-2.074, -0.601, -5.175], [-2.320, 0.674, -4.656], [-3.161, 0.837, -3.553], [-4.552, -0.171, -1.352], [0.418, -0.205, -1.900], [-3.995, -2.431, -3.018], [-2.533, -2.709, -5.040], [-1.411, -0.718, -6.033], [-1.855, 1.545, -5.119], [-3.403, 1.823, -3.154], [6.642, 0.239, 1.291], [5.436, 0.959, 0.953], [4.221, 0.387, 1.044], [3.259, 1.235, 0.489], [2.052, 0.934, 0.375], [4.005, 2.400, 0.099], [5.329, 2.170, 0.371], [6.520, 3.016, 0.124], [4.028, -0.930, 1.542], [4.450, -1.253, 2.835], [4.306, -2.560, 3.295], [3.706, -3.527, 2.477], [3.260, -3.190, 1.194], [3.425, -1.889, 0.719], [7.484, 0.916, 1.126], [6.779, -0.653, 0.664], [6.642, -0.067, 2.341], [3.570, 3.264, -0.365], [7.095, 3.204, 1.042], [7.200, 2.582, -0.625], [6.182, 3.985, -0.260], [4.896, -0.479, 3.463], [4.662, -2.818, 4.295], [3.584, -4.550, 2.841], [2.785, -3.935, 0.552], [3.117, -1.599, -0.288]], "forces_ev_per_angstrom": [[-0.42, -0.19, -1.22], [1.24, 2.16, 0.57], [1.89, -1.89, 1.36], [-1.86, 0.16, 1.47], [-0.32, 0.41, -0.13], [-1.37, -0.56, -0.67], [0.60, -1.04, 1.71], [-0.17, 0.02, -0.29], [0.41, -0.11, -0.47], [0.09, -0.06, 0.18], [-0.20, -0.09, -0.05], [-0.08, 0.14, -0.41], [0.12, -0.02, -0.08], [-0.18, 0.17, -0.08], [0.03, 0.30, -0.09], [0.46, 0.02, -0.13], [0.16, -0.36, -0.28], [-0.03, 0.53, 0.04], [-0.22, 0.21, -0.22], [-0.15, 0.18, 0.17], [-0.31, 0.09, -0.06], [0.05, -0.25, 0.13], [-0.06, 0.27, -0.17], [0.18, -0.14, -0.16], [-0.30, 0.03, 0.13], [0.19, 0.09, 0.20], [-0.22, -0.16, 0.20], [0.13, -0.05, -0.27], [0.00, 0.31, -0.05], [-0.25, -0.19, 0.15], [0.24, -0.10, 0.21], [-0.17, 0.17, -0.02], [0.04, -0.20, -0.23], [-0.27, -0.25, 0.12], [-0.15, 0.26, 0.05], [0.25, -0.03, 0.10], [0.06, -0.08, -0.23], [0.28, 0.15, 0.02], [-0.04, -0.19, 0.29], [-0.13, -0.16, -0.19], [0.19, 0.18, -0.21], [-0.03, -0.32, 0.00], [-0.28, 0.11, 0.10], [0.23, -0.05, 0.13], [0.04, 0.05, -0.28], [-0.23, 0.26, 0.15], [0.31, 0.14, -0.29], [0.31, 0.17, 0.14], [-0.20, -0.07, 0.05], [0.18, -0.03, 0.19], [0.10, 0.08, 0.04], [0.24, -0.32, 0.68], [-2.06, -0.12, -1.15], [1.48, 0.30, -1.03], [0.17, 0.08, -0.21], [-0.10, 0.25, 0.08], [-0.29, 0.01, 0.12], [-0.32, -0.11, -0.04], [0.14, -0.20, -0.20], [1.05, -0.08, 0.31], [-1.22, -1.39, 0.18], [0.59, -0.71, 0.31], [-1.10, 0.00, -0.12], [1.85, 0.44, 0.14], [0.08, 0.14, -0.26], [-0.03, 1.36, -0.41], [0.23, 0.61, -0.19], [-0.17, -0.96, 0.41], [-0.02, 0.03, -0.10], [-0.08, 0.01, -0.11], [0.01, 0.13, -0.02], [-0.02, 0.22, 0.06], [0.12, 0.17, 0.05], [-0.19, -0.14, 0.02], [-0.31, 0.21, 0.04], [-0.03, 0.15, -0.29], [0.07, 0.21, -0.03], [-0.20, -0.09, -0.20], [-0.24, 0.01, 0.22], [0.16, -0.23, 0.11], [-0.21, -0.31, -0.04], [-0.17, 0.05, -0.34], [0.08, 0.33, -0.11], [0.24, 0.15, 0.23], [0.09, -0.23, 0.28]], "relative_energy_kcal_mol": 0.00, "total_charge": 4, "max_force_ev_per_a": 3.0, "spin_multiplicity": 4, "homo_energy_ha": [-0.681, -0.703]}